Entry 1:
The following is a DFT calculation (ωB97M-V/def2-TZVPD) of a cluster of 13 separate species, C48H97N3O24 in total at a distorted geometry.

Properties
largest force on an atom: 4.9 eV/A
charge: 0
energy: -3857.17080 hartree

Geometry as XYZ:
```
172
Properties=species:S:1:pos:R:3:mulliken_charge:R:1
O -24.57455 -9.10812 4.33329 -0.374
O -33.22246 -1.71063 0.61784 -0.388
O -26.08238 -1.54873 7.94724 -0.638
O -26.43932 -7.57234 9.82622 -0.670
O -26.59189 -8.23350 4.96751 -0.138
O -30.65631 -10.88903 6.10947 -0.503
O -22.23715 -2.51269 0.11855 -0.301
O -29.92131 -4.04638 4.77003 0.212
O -19.22444 -2.09133 6.57622 -0.591
O -32.36452 -5.68167 2.67397 -0.383
O -31.99632 0.07725 -0.05583 -0.629
O -31.59259 -6.95374 7.74509 -0.525
O -29.99807 -0.06160 3.69191 0.066
O -25.65064 0.58719 5.32281 -0.213
O -33.98359 -2.37764 5.31358 -0.732
O -32.81868 -7.21261 0.92416 -0.421
O -27.60648 -4.33355 4.62952 0.194
O -33.81187 -7.40645 7.66841 -0.371
O -31.19328 -1.39605 1.42537 -0.235
O -22.79215 -0.47477 -0.85115 -0.562
O -26.02178 2.78099 5.35644 -0.354
O -21.22459 -1.15629 6.36486 -0.117
O -29.71909 -11.90126 4.19931 -0.337
O -29.44369 2.20468 4.03530 -0.661
N -27.94120 -8.82858 8.57490 0.173
N -32.58305 -2.92476 7.02860 0.493
N -24.62250 -3.29404 7.67783 0.299
C -33.15206 -1.91762 7.93258 -1.194
C -20.65893 -1.18227 -1.16254 -0.947
C -31.51605 -2.70198 1.84606 0.875
C -28.89456 -12.55859 6.36156 -0.905
C -28.99327 -8.90879 7.54927 0.647
C -26.19702 1.57518 5.77053 0.678
C -30.15409 -9.73462 2.94993 -0.569
C -20.19390 -1.09812 8.48584 -1.057
C -24.97336 -1.98702 7.65942 0.060
C -23.51529 -2.88437 0.63946 -0.189
C -27.36220 -7.71224 9.02353 0.240
C -32.51791 -7.40685 7.18463 0.099
C -34.31566 -5.68476 9.19383 -0.625
C -28.33593 0.81707 2.32776 -0.491
C -27.38065 -10.09465 8.93156 -0.972
C -25.90406 -2.64044 4.12557 0.313
C -25.55351 -8.26420 4.27626 0.283
C -31.42571 -3.70599 7.53485 -0.828
C -22.01704 -1.38148 -0.57175 0.666
C -24.47781 -10.11268 5.34804 -0.544
C -28.85012 -4.72629 4.92890 -0.942
C -30.53743 -6.46595 1.33013 -0.527
C -25.59964 -4.34094 7.95865 -0.994
C -23.84375 3.53102 4.57275 -1.193
C -20.15042 -1.48791 7.03232 0.705
C -34.03272 -7.16055 9.01367 -0.338
C -23.51890 -4.20996 1.42796 -0.986
C -34.16312 -7.49556 1.35811 -0.305
C -25.61233 -11.15410 5.24471 -0.610
C -27.39569 -2.98084 4.29471 0.036
C -28.77381 -6.11661 5.51074 1.918
C -31.04734 -0.19713 4.65621 -0.200
C -33.01441 -2.74263 1.57246 -0.074
C -29.84635 -11.65455 5.53896 0.753
C -32.13472 -0.92891 0.64309 0.620
C -30.60205 -11.26750 3.26469 -0.656
C -34.02146 -8.91705 1.99394 -0.593
C -27.09571 1.53492 6.89970 -1.026
C -32.96169 -2.95247 5.72840 0.085
C -23.27450 -3.73588 7.35108 -0.602
C -29.28961 1.10237 3.45457 0.581
C -21.23294 -1.14427 4.93436 -0.533
C -25.17169 2.95984 4.18236 -0.075
C -25.34182 -7.27955 3.18438 -0.463
C -32.41137 -7.98308 5.80519 0.009
C -22.69476 -0.79154 4.47506 -0.017
C -32.01431 -6.43470 1.75962 0.824
C -30.29332 -0.53591 5.99807 0.059
H -33.77731 -2.37825 8.69742 0.209
H -25.53385 -5.04573 7.12976 0.162
H -34.59456 -5.39760 10.20766 0.461
H -30.73983 -9.24169 2.17404 0.414
H -32.39094 -1.37646 8.49467 0.420
H -33.47673 -9.59972 1.34176 0.254
H -26.55483 -10.75688 5.62154 -0.155
H -31.38759 -2.84095 2.91950 -0.557
H -27.92113 -6.22060 6.18171 0.003
H -24.56551 -4.49353 1.53884 0.213
H -25.82630 -1.59993 3.81030 0.268
H -29.38922 -13.52419 6.46655 0.388
H -28.84911 0.29469 1.52038 0.235
H -20.97847 -2.10285 4.48216 0.306
H -22.60451 -2.88281 7.45824 -0.045
H -33.33373 -3.70320 1.16817 0.112
H -25.62096 3.64723 3.46560 0.411
H -33.13419 -7.45876 9.55387 0.258
H -34.72008 -7.46192 0.42175 0.322
H -19.30329 -0.51024 8.70790 0.360
H -34.60646 -6.70756 1.96689 0.262
H -27.56976 0.20218 2.80000 -0.196
H -28.84952 -6.91127 4.76853 0.035
H -24.00405 4.37594 5.24248 0.313
H -20.21421 -0.23321 -0.86315 0.288
H -20.05622 -1.98157 9.10924 0.318
H -29.09405 -9.70302 2.69809 0.424
H -32.43110 -9.06567 5.93053 0.235
H -20.75786 -1.02887 -2.23714 0.287
H -33.66794 -2.60773 2.43432 0.141
H -30.74417 -11.73580 2.29073 0.445
H -30.12310 -7.15444 2.06661 -0.139
H -31.63668 -11.18708 3.59811 0.319
H -23.12844 -4.20160 6.37648 0.254
H -31.42529 -7.64849 5.48300 -0.242
H -29.82064 0.38768 6.33220 0.140
H -35.13242 -5.44365 8.51349 0.278
H -29.67783 -6.19213 6.11499 -1.079
H -25.48015 -3.29570 3.36463 -0.263
H -22.83469 -4.47989 8.01525 0.365
H -22.58131 -0.75511 3.39158 0.362
H -29.52539 -1.30592 5.92415 -0.101
H -30.44422 -6.78894 0.29326 0.400
H -25.38903 -4.98469 8.81265 0.429
H -31.67750 0.68600 4.76144 0.417
H -25.04566 2.09038 3.53721 0.140
H -20.50018 -0.45176 4.52011 0.386
H -26.59971 -10.00982 9.68723 0.401
H -21.16633 -0.67033 8.72973 0.238
H -31.10226 -0.72210 6.70450 -0.061
H -23.51373 -10.59488 5.18639 0.314
H -35.02247 -9.29121 2.20862 0.469
H -24.08285 -1.37053 7.46158 0.337
H -30.67618 -3.03434 7.95340 0.338
H -33.25162 -7.56630 5.24987 0.465
H -27.91014 -6.84840 8.61642 0.367
H -23.88959 -2.14992 1.35260 0.143
H -24.24556 -2.94581 -0.16740 0.379
H -27.85027 -2.42373 5.11391 -0.271
H -34.94405 -7.66000 9.34251 0.339
H -26.94366 -10.52581 8.03087 0.134
H -28.54180 -12.12196 7.29591 0.112
H -27.13818 0.48595 7.19290 0.176
H -30.93735 -3.43486 1.28383 0.027
H -30.86853 -4.31175 6.82021 -0.391
H -30.05997 -5.50512 1.52224 0.095
H -29.47432 -7.99599 7.19783 -0.848
H -24.47484 -7.48397 2.55615 0.376
H -24.42537 -9.65544 6.33610 0.302
H -33.76074 -1.23800 7.33615 0.367
H -28.70322 -9.49112 6.67470 -0.275
H -26.65254 -4.06250 8.00309 0.316
H -25.35298 -11.97248 5.91633 0.472
H -26.70069 2.11199 7.73579 0.400
H -33.39629 -5.14439 8.96831 -0.054
H -19.99623 -2.01270 -0.91899 0.287
H -33.47289 -8.79967 2.92848 -0.128
H -23.12354 2.78725 4.91362 0.184
H -23.00436 -4.88553 0.74463 0.464
H -25.72739 -11.51966 4.22430 0.400
H -27.93703 1.76786 1.97422 0.336
H -23.36389 3.89847 3.66566 0.407
H -23.50181 -1.47640 4.73531 -0.284
H -25.29615 -6.29844 3.65707 -0.109
H -31.73279 -1.00531 4.40108 -0.080
H -30.10499 -9.15403 3.87113 -0.098
H -28.02812 -12.74383 5.72668 0.285
H -29.79973 -9.45926 8.03373 0.510
H -23.05439 -4.18477 2.41370 0.284
H -28.03455 -2.62959 3.48440 0.196
H -31.62329 -4.40140 8.35061 0.396
H -23.02365 0.19943 4.78795 0.021
H -28.11810 -10.72481 9.42873 0.320
H -32.33306 -3.57803 5.07593 0.463
H -25.28418 -2.80553 5.00680 -0.587
H -28.13334 1.79510 6.69054 0.257
H -26.21177 -7.29031 2.52774 0.258
```

***

Entry 2:
The following is a DFT calculation (ωB97M-V/def2-TZVPD) of a cluster of 2 separate species, C4H8BrN2 in total at a distorted geometry.

Properties
ΔE to the lowest compared entry with this formula, charge and spin: 146.3 kcal per mole
largest force on an atom: 5.3 eV/A
charge: +1

Geometry as XYZ:
```
15
Properties=species:S:1:pos:R:3:nbo_charge:R:1
Br -2.88040 -0.74629 0.10569 0.253
N -0.82567 1.86510 -0.00334 -0.370
N -0.23617 -1.16591 -0.51751 -0.384
C -1.98073 2.57929 -0.31247 -0.473
C -1.13440 -0.36506 -0.31903 0.286
C 1.52220 -2.45799 0.39922 -0.708
C 0.80400 -1.78019 -0.71456 0.259
H 2.55123 -2.21419 0.62009 0.290
H 1.27051 -2.13239 -1.68380 0.255
H -2.83723 1.84397 0.07562 0.227
H -2.24670 2.82996 -1.31842 0.232
H 1.80655 -3.52340 0.08774 0.279
H 0.87551 -2.46588 1.31800 0.248
H -0.63173 1.85021 0.98112 0.353
H -2.04168 3.37822 0.39259 0.254
```

***

Entry 3:
The following is a DFT calculation (ωB97M-V/def2-TZVPD) of a cluster of 11 separate species, C30H87N5O16 in total at a distorted geometry.

Properties
ΔE to the lowest compared entry with this formula, charge and spin: 66.3 kcal per mole
largest force on an atom: 3.3 eV/A
charge: 0
SMILES: COCCNCCOC.COCCNCCOC.COCCNCCOC.COCCNCCOC.COCCNCCOC.O.O.O.O.O.O

Geometry as XYZ:
```
138
Properties=species:S:1:pos:R:3:mulliken_charge:R:1
O 1.09493 9.62977 -14.84719 0.780
O 4.80239 13.25797 -13.78644 -0.421
O 0.48130 15.36654 -15.57043 -0.658
O 2.71084 9.60196 -16.85828 0.169
O -4.39488 13.96242 -13.81757 -0.307
O 0.42309 15.74896 -24.19599 -0.316
O -2.41458 8.28203 -18.40083 -0.687
O 5.16878 18.61957 -16.89805 -0.308
O 6.28547 9.20146 -12.90766 -0.581
O 0.06100 12.42437 -19.37850 -0.392
O -3.05058 8.44195 -15.47700 -0.505
O -1.18911 5.74233 -18.25262 -0.786
O 0.94151 12.06528 -9.46393 -0.347
O 1.97700 7.80600 -13.05058 -0.045
O 3.19920 4.78136 -16.06847 -0.346
O 0.49995 12.53064 -14.56010 0.022
N 0.95353 9.15315 -10.20428 -0.311
N -2.39431 11.99205 -14.56394 -0.144
N 5.45646 16.04213 -15.84617 -0.140
N 1.34031 6.87020 -17.65072 -0.103
N 0.89825 12.99693 -22.68312 -0.445
C 1.29228 7.32808 -11.92705 -0.760
C 1.81687 5.25190 -15.82914 -0.925
C 0.41492 11.82243 -21.87295 -0.905
C 6.60957 16.86757 -16.23219 -0.706
C 2.48682 9.04912 -18.17977 -0.920
C -2.49644 13.29123 -15.28079 -0.351
C 1.18702 8.19029 -18.25643 -0.628
C -5.72653 14.50785 -13.75301 -0.792
C 0.33241 11.52010 -10.62866 -0.759
C 1.14925 10.26343 -11.14055 0.318
C 1.31785 16.59285 -24.97992 -0.755
C 1.73280 6.76838 -16.23850 0.342
C 4.50117 14.16690 -14.80460 -0.184
C 1.68392 7.97621 -10.55017 -0.810
C 4.69024 19.68902 -17.72575 -0.706
C -2.80850 7.16262 -14.89960 -0.546
C 3.32686 7.35079 -13.01540 -0.934
C -2.92620 10.89727 -15.41652 -0.418
C -2.57642 9.57341 -14.73973 0.228
C 5.71316 15.07503 -14.82825 -0.833
C 3.57641 3.58830 -15.40807 -0.771
C 0.15318 12.97621 -8.63857 -0.764
C 6.23399 17.82600 -17.39174 -0.552
C 0.55096 12.41862 -18.04777 0.085
C 3.62604 12.53506 -13.43843 -0.246
C 4.01318 10.11923 -16.69055 -0.995
C 0.88996 11.75016 -20.39283 -0.066
C -3.90489 14.01333 -15.20020 -0.864
C 0.39518 14.34027 -22.25390 -0.300
C 1.09023 15.53209 -22.89359 -0.686
H 3.28649 11.82841 -14.19569 -0.169
H -0.45008 12.49510 -14.44867 0.294
H -2.95443 9.49412 -13.72045 0.416
H 0.94138 9.43731 -9.23516 0.301
H 0.88901 9.99539 -12.16453 -0.401
H 1.94878 12.00092 -20.32868 0.399
H -3.97105 10.96952 -15.71843 0.292
H 1.64782 5.08917 -14.76469 0.381
H 0.64921 14.43486 -15.42895 0.186
H 5.91348 17.36466 -18.32584 0.382
H 2.19979 16.07140 -25.35188 0.301
H 1.62924 9.47947 -15.62704 -0.097
H -5.69953 15.52375 -14.14710 0.327
H 2.80180 13.14384 -13.06681 0.388
H 4.35139 10.84214 -17.43292 0.327
H -3.03541 12.10999 -13.79246 0.323
H 6.55266 8.42840 -13.40488 0.295
H -0.67400 11.79069 -21.90946 0.363
H -6.10297 14.48623 -12.73030 0.236
H 3.60668 3.67095 -14.32163 0.269
H -0.86708 12.65146 -8.43430 0.306
H -2.27404 10.90755 -16.28984 0.096
H 4.70915 16.69074 -15.64385 0.220
H 0.23061 7.39547 -12.16455 0.165
H 2.69545 7.19908 -15.96298 0.167
H 6.42098 8.95666 -11.99226 0.290
H 2.46821 9.87972 -18.88536 0.274
H 4.10457 11.92134 -12.67523 0.212
H 4.77683 9.34276 -16.73572 0.329
H -1.66030 13.99046 -15.27586 0.319
H -1.60668 6.54776 -18.55784 0.374
H -1.84300 7.24682 -14.40079 0.047
H 0.62812 14.38409 -21.18998 0.356
H 7.12107 18.44602 -17.52125 0.386
H -2.43193 8.18385 -17.44884 0.352
H -2.80095 6.43048 -15.70709 0.318
H 6.56255 14.43004 -15.05330 0.294
H 0.31305 15.71570 -14.69520 0.309
H -2.90273 9.08828 -18.56788 0.295
H 4.56343 3.29881 -15.76873 0.268
H 4.14573 10.47271 -15.66801 0.122
H 1.49741 12.95530 -17.98209 0.390
H 0.62029 13.00546 -7.65417 0.262
H 1.41729 6.25213 -11.80539 0.550
H 2.75214 8.11639 -10.38476 0.324
H 1.60490 17.53742 -24.51788 0.305
H 0.67384 16.83747 -25.82463 0.265
H 0.92515 16.37953 -22.22823 0.335
H -1.48882 9.51710 -14.69430 -0.306
H 0.40073 12.36548 -11.31334 0.302
H 1.05909 4.59862 -16.26169 0.470
H 3.54879 14.68482 -14.69132 0.205
H 3.41805 6.27564 -13.16977 0.290
H -0.67850 14.47084 -22.38903 0.291
H 0.76501 11.61564 -14.65364 -0.166
H -0.37989 6.03542 -17.83370 0.276
H 0.72487 11.41871 -17.65022 -0.202
H 1.94971 6.31572 -18.23492 0.258
H 0.19071 13.96783 -9.08956 0.280
H 3.22071 8.34263 -18.56756 0.550
H 6.94281 17.44017 -15.36664 0.330
H -4.59733 13.39725 -15.77386 0.312
H 2.16095 15.34089 -22.96508 0.341
H 7.48310 16.31988 -16.58586 0.374
H 1.47817 7.31700 -9.70682 0.451
H 2.19022 10.58639 -11.15370 0.196
H -2.38166 13.12241 -16.35151 0.218
H -3.82272 15.00114 -15.65359 0.478
H 0.83630 10.96277 -22.39403 0.395
H -3.54041 6.90287 -14.13479 0.307
H 4.31783 19.14100 -18.59124 0.288
H 2.89812 2.74709 -15.55089 0.326
H 0.87656 8.14765 -19.30041 0.458
H 4.41670 13.67764 -15.77496 0.152
H 5.52721 20.29251 -18.07701 0.277
H 3.89044 7.68627 -12.14481 0.297
H -6.42819 14.04483 -14.44682 0.323
H 3.82275 7.77329 -13.88929 0.151
H 0.51005 12.80435 -23.59543 0.239
H 1.49294 9.07826 -14.17365 0.310
H -0.71193 11.26195 -10.45315 0.477
H 5.98055 15.55772 -13.88824 0.386
H 0.39809 8.67956 -17.68519 0.040
H -0.26971 12.79022 -17.43416 -0.079
H 1.00760 10.68023 -20.22105 -0.033
H 1.04615 7.29771 -15.57788 -0.162
H 3.90965 20.28215 -17.24932 0.227
```